No. 1
62
Properties=species:S:1:pos:R:3 method="wB97M-V/def2-TZVPD" relative_energy_kj_mol=0.0 s_squared=2.013 spin_multiplicity=3 charge=+4 total_energy_ha=-2505.6554 max_force_ev_per_a=2.23 homo_lumo_gap_ev="7.86 / 8.66" homo_energy_ev="-20.86 / -21.14"
V -0.0750 0.4108 -0.0191
C -1.0232 1.4543 4.1727
C -0.9329 0.9767 2.7408
N -0.1377 1.4715 1.8646
N 0.6646 2.5228 2.1611
C 1.4940 2.9636 1.2046
N 2.2851 3.9724 1.4791
S 1.5559 2.2172 -0.3425
C -1.7437 -0.1887 2.2898
C -2.7737 -0.7239 2.9976
C -3.4118 -1.9066 2.5438
C -2.9679 -2.4899 1.3696
C -1.9965 -1.8274 0.6665
N -1.3604 -0.7344 1.0950
H -1.4663 0.7357 4.8359
H 0.0084 1.5663 4.5114
H -1.5045 2.4307 4.2229
H 0.4996 3.1180 2.9681
H 2.3707 4.3253 2.4169
H 2.9279 4.3264 0.7430
H -3.0876 -0.2686 3.9353
H -4.2322 -2.2908 3.1085
H -3.3420 -3.3751 0.9393
H -1.6376 -2.2866 -0.2717
N 3.9806 -3.2048 -2.2364
C 3.5260 -1.7173 -2.1600
C 3.3571 -1.2644 -0.7051
C 2.1728 -1.9621 0.0245
N 1.4421 -0.9114 0.7912
C 1.2302 -2.7022 -0.9610
C 0.9132 -1.9577 -2.2189
N -0.0271 -0.8003 -1.7941
C 2.2216 -1.4768 -2.9609
H 4.8024 -3.4208 -1.6619
H 4.2686 -3.4005 -3.2015
H 3.2101 -3.8559 -1.9939
H 4.3699 -1.2195 -2.6167
H 3.2336 -0.1715 -0.7708
H 4.2789 -1.3998 -0.1632
H 2.6104 -2.6090 0.7363
H 2.2089 -0.3424 1.1940
H 0.9491 -1.3767 1.5962
H 0.2400 -2.9315 -0.4920
H 1.7087 -3.6305 -1.2801
H 0.3709 -2.6094 -2.8989
H -0.9376 -1.1930 -2.0150
H -0.0013 -0.0975 -2.5644
H 2.2135 -0.4046 -3.2332
H 2.2437 -1.9333 -3.9279
C -3.6734 2.0209 -1.2870
C -2.9256 3.3906 -1.2588
C -1.5481 3.0224 -0.7583
O -1.4417 1.5179 -0.8151
C -2.6206 1.0472 -1.6184
H -4.4627 1.9872 -2.0016
H -4.1970 1.7287 -0.3802
H -3.4956 4.0904 -0.6394
H -2.8670 3.7528 -2.2620
H -1.3929 3.2210 0.2847
H -0.7571 3.3766 -1.4256
H -2.9132 0.0432 -1.2855
H -2.4044 0.9940 -2.6726

No. 2
108
Properties=species:S:1:pos:R:3 method="wB97M-V/def2-TZVPD" relative_energy_kj_mol=72.8 charge=+1 total_energy_ha=-2101.8276 max_force_ev_per_a=3.51 homo_lumo_gap_ev=7.15 homo_energy_ev=-10.12
C -1.9965 0.9128 5.0355
C -1.7148 0.4160 3.6218
C -2.9375 0.5475 2.7105
C -1.1058 -0.9924 3.6051
C -1.9198 -2.0847 3.9156
C -1.4495 -3.3883 3.7393
C -0.1721 -3.6106 3.2151
C 0.6450 -2.5168 2.8871
C 1.9271 -2.7145 2.0780
C 1.8146 -3.8335 1.0361
C 3.1734 -2.8734 2.9433
C 0.2255 -1.2035 3.2038
N 1.0153 -0.0569 2.7562
N 0.6143 0.4222 1.5449
N 1.3562 1.5125 1.3210
C 1.2801 2.1880 0.0204
C 0.3671 3.2330 -0.1725
C -0.6801 3.5539 0.8936
C -2.1062 3.5450 0.3329
C -0.3643 4.8455 1.6433
C 0.4431 3.9691 -1.3579
C 1.3788 3.6218 -2.3319
C 2.2082 2.5144 -2.1680
C 2.1320 1.7569 -0.9981
C 2.9476 0.4724 -0.8440
C 4.4404 0.7261 -0.6768
C 2.6837 -0.5048 -1.9914
C 2.2377 1.7277 2.3509
C 3.1463 2.8504 2.2474
C 1.9753 0.8188 3.3481
C 2.5563 0.7104 4.6982
H -1.0765 0.8915 5.6290
H -2.3579 1.9473 5.0157
H -2.7509 0.2951 5.5373
H -0.9457 1.0687 3.2016
H -2.6821 0.2651 1.6815
H -3.7621 -0.0948 3.0489
H -3.2978 1.5858 2.6902
H -2.9421 -1.8900 4.2671
H -2.1204 -4.2230 3.9528
H 0.1632 -4.6397 3.0210
H 2.0508 -1.7748 1.5196
H 0.8995 -3.7135 0.4429
H 2.6771 -3.7773 0.3593
H 1.8119 -4.8244 1.5082
H 3.3554 -1.9627 3.5260
H 3.0828 -3.7216 3.6387
H 4.0475 -3.0395 2.2983
H -0.6110 2.7237 1.6101
H -2.3299 2.5646 -0.1069
H -2.8334 3.7358 1.1327
H -2.2389 4.3118 -0.4419
H 0.6205 4.7903 2.1234
H -0.3633 5.7084 0.9641
H -1.1154 5.0250 2.4218
H -0.2146 4.8312 -1.4963
H 1.4549 4.2155 -3.2400
H 2.9375 2.2343 -2.9320
H 2.5734 0.0025 0.0758
H 4.6519 1.3766 0.1817
H 4.9681 -0.2251 -0.5197
H 4.8534 1.2063 -1.5752
H 1.6164 -0.7489 -2.0449
H 2.9924 -0.0711 -2.9511
H 3.2402 -1.4365 -1.8344
H 3.5867 3.0691 3.2215
H 3.9846 2.6967 1.5563
H 2.6027 3.7411 1.8962
H 2.0692 1.3849 5.4588
H 2.7073 -0.3619 4.9510
C 8.3108 -1.3805 2.2662
C 7.2359 -1.0055 3.2246
C 6.2091 -0.1926 2.7429
C 5.2145 0.2153 3.6178
C 5.2514 -0.0483 4.9941
C 4.2477 0.7674 5.7456
C 4.2285 0.7555 7.2433
C 4.7744 -0.1957 8.1353
C 5.1175 0.1414 9.4547
C 4.6543 1.3807 9.9397
O 4.8221 1.8505 11.2553
C 5.9991 2.1944 11.9075
C 5.8852 3.2769 12.8005
C 6.9878 3.6023 13.5900
C 8.1724 2.8610 13.5308
C 8.2195 1.7645 12.6570
C 7.1509 1.4094 11.8164
C 3.7845 2.1685 9.1656
C 3.5517 1.8297 7.8474
C 6.2405 -0.9607 5.4452
C 7.2042 -1.4472 4.5470
H 9.0619 -2.0087 2.7392
H 7.9162 -1.8906 1.3930
H 8.7813 -0.4705 1.9054
H 6.1788 0.0628 1.6804
H 4.4136 0.8246 3.2182
H 4.3090 1.8541 5.4171
H 4.8694 -1.2293 7.7858
H 5.7019 -0.5351 10.0877
H 4.9435 3.8271 12.8478
H 6.9268 4.4663 14.2354
H 9.0438 3.1344 14.1387
H 9.1236 1.1716 12.5991
H 7.1849 0.5526 11.1216
H 3.3625 3.0780 9.5994
H 2.8122 2.3927 7.2699
H 6.2871 -1.2725 6.4803
H 7.9472 -2.1812 4.8704

No. 3
16
Properties=species:S:1:pos:R:3 method="wB97M-V/def2-TZVPD" relative_energy_kj_mol=412.3 charge=0 total_energy_ha=-234.4455 max_force_ev_per_a=0.31 homo_lumo_gap_ev=8.85 homo_energy_ev=-8.06
C 1.0806 -0.7199 -0.6998
C 1.1717 -0.5750 0.8297
C 0.9945 0.9316 0.5748
C 0.3078 0.6110 -0.7656
C -1.1573 0.2921 -0.4454
C -1.2071 -0.6634 0.7588
H 0.6422 -1.6240 -1.1399
H 2.1109 -0.6149 -1.0601
H -0.1774 -0.9527 1.2320
H 2.0104 1.3194 0.4333
H 0.4758 1.5558 1.3127
H 0.4294 1.2829 -1.6277
H -1.6440 -0.1644 -1.3158
H -1.7040 1.2170 -0.2250
H -1.6080 -1.6496 0.5132
H -1.7257 -0.2458 1.6250

No. 4
57
Properties=species:S:1:pos:R:3 method="wB97M-V/def2-TZVPD" charge=+1 total_energy_ha=-7028.4217 max_force_ev_per_a=5.40 homo_lumo_gap_ev=3.35 homo_energy_ev=-10.03
C 1.8554 -1.3870 1.3978
C 0.8545 -0.4257 0.8518
C 0.0927 -0.6291 -0.4200
Cl 1.3309 -1.0554 -1.6919
C -1.1662 -1.5365 -0.4766
C -1.7405 -1.9931 0.8636
C -1.4424 -3.4488 1.2604
N -0.5051 -4.1974 0.3823
C -0.2731 -3.7033 -0.8677
N 0.7781 -4.2206 -1.5270
N -1.0350 -2.7367 -1.3663
H 2.8473 -1.2396 0.9733
H 1.6051 -2.4701 1.3709
H 1.9205 -1.0886 2.4297
H 1.4753 0.4414 0.6534
H 0.1724 -0.1037 1.6668
H -0.2082 0.3751 -0.6747
H -1.9472 -0.9427 -0.9470
H -1.4861 -1.3287 1.7052
H -2.8258 -1.9185 0.7901
H -1.0360 -3.4516 2.2848
H -2.3721 -4.0151 1.3312
H -0.7256 -5.1844 0.3210
H 0.7784 -4.3852 -2.5198
H 1.6137 -4.3738 -0.9917
H -0.8064 -2.4910 -2.3225
F 0.6961 1.8232 -0.0146
F -0.7581 -0.0359 3.0769
N 3.8652 3.0964 2.4280
C 2.7833 2.9559 1.6836
C 2.4542 3.8742 0.6339
C 3.2884 4.9396 0.3898
C 4.4230 5.0842 1.1866
C 4.6636 4.1442 2.1831
H 2.1221 2.0602 1.8945
H 1.5497 3.6339 0.0930
H 3.0685 5.6490 -0.3998
H 5.1099 5.9066 1.0378
H 5.5401 4.2235 2.8170
Mg 1.6788 -0.9254 4.0779
Br -0.1124 -0.2046 6.0535
C -2.1663 1.9617 -3.0962
O -2.6388 1.4638 -2.0835
N -2.7706 2.9614 -3.7890
N -0.9628 1.5345 -3.5903
H -2.3826 3.3748 -4.6157
H -3.6494 3.2979 -3.4406
H -0.5135 0.7937 -3.0887
H -0.5233 1.9133 -4.4102
F 2.5156 0.6575 2.6470
Al 1.7294 -4.0515 3.5201
Cl 0.7909 2.4087 -1.8167
C -5.5145 -0.9958 -1.5849
Cl -5.6144 0.6444 -2.2089
Cl -4.0375 -1.8341 -2.1395
Cl -5.4696 -0.9214 0.1823
Cl -6.9194 -1.9240 -2.1033